1.
Molecular formula: C34H36BF6NO2S
Method: DFT, wB97M-V/def2-TZVPD

net charge	0
orbital gap	1.8	eV
energy above the lowest of the compared OMol25 structures with the same formula, charge and spin	4.260	eV
spin multiplicity	1
total energy	-2544.62129	a.u.
highest occupied orbital energy	-0.2226	Eh

Cartesian coordinates (Å):
F1 -4.926 3.219 -3.239
C1 -4.777 2.140 -4.079
F2 -5.874 1.349 -3.909
F3 -4.829 2.629 -5.360
C2 -3.487 1.437 -3.817
C3 -3.458 0.184 -3.208
C4 -2.236 -0.409 -2.959
C5 -1.013 0.243 -3.301
C6 0.225 -0.414 -3.087
C7 1.498 0.204 -3.252
C8 1.697 1.601 -3.035
C9 2.876 2.215 -3.411
C10 3.923 1.441 -3.904
C11 5.226 2.120 -4.191
F4 6.204 1.261 -4.603
F5 5.083 3.069 -5.174
F6 5.708 2.766 -3.080
C12 3.785 0.071 -4.104
C13 2.596 -0.547 -3.759
C14 -1.107 1.485 -4.010
C15 -2.327 2.098 -4.197
H1 -4.385 -0.305 -2.933
H2 -2.204 -1.406 -2.511
H3 0.190 -1.507 -3.061
H4 0.891 2.210 -2.622
H5 2.998 3.292 -3.320
H6 4.611 -0.500 -4.512
H7 2.470 -1.615 -3.948
H8 -0.223 1.957 -4.437
H9 -2.385 3.088 -4.640
C16 -0.464 -3.472 7.128
C17 0.039 -2.708 5.968
C18 1.039 -1.759 5.953
C19 1.221 -1.144 4.664
C20 0.325 -1.627 3.736
B1 0.219 -1.331 2.152
C21 -0.545 0.117 1.933
C22 -1.757 0.218 1.256
C23 -2.372 1.460 1.081
C24 -1.782 2.632 1.633
N1 -2.406 3.845 1.552
C25 -1.928 5.010 2.272
C26 -3.551 4.104 0.698
C27 -0.545 2.502 2.323
C28 0.044 1.252 2.471
O1 1.598 -1.271 1.760
C29 1.857 -2.535 1.189
C30 2.948 -2.318 0.143
C31 2.313 -3.534 2.246
C32 0.402 -2.965 0.611
C33 0.100 -2.261 -0.703
C34 0.159 -4.463 0.516
O2 -0.487 -2.438 1.579
S1 -0.646 -2.910 4.368
H10 0.010 -3.098 8.039
H11 -1.551 -3.357 7.211
H12 -0.230 -4.537 7.011
H13 1.629 -1.510 6.834
H14 1.961 -0.376 4.473
H15 -2.256 -0.672 0.880
H16 -3.322 1.522 0.555
H17 -1.360 4.723 3.163
H18 -1.282 5.636 1.631
H19 -2.789 5.613 2.587
H20 -3.601 3.428 -0.166
H21 -4.497 4.012 1.261
H22 -3.482 5.138 0.328
H23 -0.055 3.379 2.740
H24 0.970 1.161 3.039
H25 3.175 -3.246 -0.394
H26 2.668 -1.540 -0.576
H27 3.864 -1.986 0.647
H28 2.650 -4.465 1.767
H29 3.154 -3.116 2.817
H30 1.496 -3.765 2.946
H31 0.516 -2.810 -1.555
H32 -0.985 -2.166 -0.845
H33 0.514 -1.241 -0.714
H34 0.833 -4.904 -0.226
H35 0.313 -4.957 1.482
H36 -0.874 -4.648 0.201

2.
Molecular formula: C34H36BN3O2PPtS5Sb
Method: DFT, wB97M-V/def2-TZVPD

net charge	0
orbital gap (spin up / spin down)	6.6 / 5.6	eV
energy above the lowest of the compared OMol25 structures with the same formula, charge and spin	0.085	eV
spin multiplicity	5
total energy	-4348.82781	a.u.
highest occupied orbital energy (spin up / spin down)	-0.2366 / -0.2787	Eh

Cartesian coordinates (Å):
Pt1 0.090 0.285 0.090
S1 -4.522 1.235 0.392
Sb1 -3.339 -0.215 -0.860
S2 -1.582 -0.839 1.163
S3 -1.298 1.100 -1.748
S4 -4.810 0.094 -2.728
N1 1.933 1.995 -0.514
C1 3.248 1.494 -0.271
C2 4.362 2.125 -0.821
C3 5.635 1.644 -0.576
C4 5.820 0.534 0.242
C5 4.717 -0.102 0.779
C6 3.424 0.349 0.510
P1 1.966 -0.574 1.078
C7 2.042 -0.532 2.891
C8 2.864 -1.390 3.621
C9 2.919 -1.295 5.003
C10 2.151 -0.345 5.664
C11 1.330 0.508 4.941
C12 1.272 0.416 3.558
C13 2.284 -2.304 0.643
C14 3.032 -2.649 -0.479
C15 3.161 -3.982 -0.844
C16 2.549 -4.973 -0.090
C17 1.779 -4.630 1.012
C18 1.638 -3.301 1.373
H1 1.580 2.589 0.235
H2 1.866 2.500 -1.388
H3 4.220 3.009 -1.432
H4 6.489 2.146 -1.012
H5 6.816 0.164 0.449
H6 4.856 -0.985 1.393
H7 3.449 -2.147 3.113
H8 3.556 -1.967 5.564
H9 2.191 -0.277 6.744
H10 0.723 1.242 5.452
H11 0.628 1.080 2.992
H12 3.513 -1.883 -1.074
H13 3.741 -4.244 -1.720
H14 2.664 -6.012 -0.364
H15 1.287 -5.400 1.594
H16 1.035 -3.041 2.235
C19 2.612 -5.803 -5.661
C20 1.377 -5.494 -4.817
C21 1.353 -6.464 -3.630
C22 0.134 -5.735 -5.683
C23 1.376 -4.052 -4.298
C24 2.418 -3.165 -4.551
C25 2.399 -1.834 -4.110
C26 1.293 -1.428 -3.411
O1 1.000 -0.183 -2.911
B1 -0.245 -0.337 -2.270
O2 -0.732 -1.644 -2.441
C27 0.256 -2.304 -3.132
C28 0.271 -3.609 -3.549
H17 2.558 -6.832 -6.020
H18 3.533 -5.703 -5.083
H19 2.682 -5.149 -6.532
H20 1.321 -7.498 -3.983
H21 0.483 -6.298 -2.993
H22 2.244 -6.338 -3.017
H23 0.130 -6.762 -6.056
H24 0.118 -5.060 -6.541
H25 -0.789 -5.583 -5.122
H26 3.271 -3.494 -5.127
H27 3.208 -1.151 -4.334
H28 -0.565 -4.258 -3.324
C29 -4.500 1.546 4.126
C30 -3.193 2.267 4.143
C31 -2.582 2.798 5.247
C32 -1.334 3.418 5.060
N2 -0.720 3.506 3.895
C33 -1.326 2.996 2.799
S5 -0.746 2.991 1.229
N3 -2.555 2.389 2.970
C34 -0.610 4.016 6.231
H29 -4.999 1.636 5.088
H30 -4.334 0.490 3.907
H31 -5.147 1.942 3.344
H32 -3.049 2.744 6.218
H33 -2.966 2.001 2.107
H34 -1.247 4.097 7.110
H35 -0.224 4.997 5.961
H36 0.250 3.388 6.477

3.
Molecular formula: C34H36BrInN4O2P
Method: DFT, wB97M-V/def2-TZVPD

net charge	+3
orbital gap	7.4	eV
energy above the lowest of the compared OMol25 structures with the same formula, charge and spin	0.483	eV
spin multiplicity	1
total energy	-4791.32255	a.u.
highest occupied orbital energy	-0.6171	Eh

Cartesian coordinates (Å):
In1 0.590 0.053 -0.075
C1 2.988 0.005 -2.512
C2 3.767 0.027 -1.200
C3 3.458 1.289 -0.401
C4 3.540 -1.234 -0.356
C5 4.167 -2.506 -0.941
O1 3.064 -3.438 -0.984
C6 1.958 -2.839 -0.602
N1 2.113 -1.595 -0.242
C7 0.757 -3.702 -0.599
C8 1.023 -5.075 -0.708
C9 0.015 -6.022 -0.708
C10 -1.305 -5.618 -0.619
C11 -1.597 -4.267 -0.523
C12 -0.589 -3.302 -0.500
P1 -1.318 -1.641 -0.392
C13 -2.248 -1.526 1.138
C14 -3.250 -0.557 1.251
C15 -3.965 -0.454 2.433
C16 -3.673 -1.298 3.499
C17 -2.660 -2.244 3.393
C18 -1.941 -2.361 2.214
C19 -2.350 -1.340 -1.826
C20 -1.776 -0.820 -2.986
C21 -2.546 -0.673 -4.126
C22 -3.886 -1.041 -4.107
C23 -4.459 -1.555 -2.951
C24 -3.699 -1.706 -1.803
H1 3.280 0.847 -3.137
H2 1.903 0.088 -2.335
H3 3.164 -0.905 -3.086
H4 4.837 0.040 -1.432
H5 2.383 1.348 -0.132
H6 3.683 2.176 -0.991
H7 4.038 1.336 0.521
H8 3.925 -1.042 0.650
H9 4.951 -2.932 -0.320
H10 4.545 -2.379 -1.954
H11 2.046 -5.406 -0.789
H12 0.267 -7.071 -0.782
H13 -2.106 -6.345 -0.624
H14 -2.634 -3.961 -0.463
H15 -3.476 0.098 0.418
H16 -4.763 0.270 2.521
H17 -4.245 -1.225 4.415
H18 -2.446 -2.903 4.223
H19 -1.161 -3.108 2.123
H20 -0.727 -0.538 -2.998
H21 -2.109 -0.273 -5.030
H22 -4.487 -0.924 -4.999
H23 -5.503 -1.840 -2.942
H24 -4.152 -2.104 -0.904
Br1 0.182 0.053 6.801
C25 0.388 0.149 4.946
C26 -0.565 0.796 4.160
C27 -0.393 0.819 2.796
N2 0.655 0.236 2.190
C28 1.580 -0.371 2.949
C29 1.491 -0.430 4.321
H25 -1.423 1.270 4.614
H26 -1.107 1.321 2.156
H27 2.411 -0.830 2.429
H28 2.261 -0.920 4.900
N3 0.062 2.223 -0.148
C30 0.156 3.386 -0.209
N4 0.260 4.658 -0.294
C31 -0.882 5.531 -0.662
C32 -0.359 6.702 -1.492
O2 0.683 7.361 -0.810
C33 1.798 6.526 -0.611
C34 1.422 5.363 0.304
H29 -1.326 5.914 0.259
H30 -1.620 4.958 -1.219
H31 -1.160 7.426 -1.627
H32 -0.025 6.351 -2.475
H33 2.568 7.127 -0.132
H34 2.180 6.146 -1.567
H35 1.121 5.757 1.277
H36 2.252 4.670 0.425